Record 1
{
  "formula": "C3H5O3S2",
  "method": "the ωB97M-V functional and the def2-TZVPD basis",
  "lumo_energy_ev": 3.60,
  "homo_ev": -3.55,
  "charge": -1,
  "de_lowest_ev": 3.335,
  "species": ["C", "C", "C", "O", "O", "O", "S", "S", "H", "H", "H", "H", "H"],
  "positions_angstrom": [[-1.633, 0.856, 0.506], [1.714, 0.280, -0.049], [0.295, 0.209, -0.560], [-2.049, -0.347, 0.043], [-0.788, -2.175, -1.051], [-0.226, -1.608, 1.229], [-2.404, 2.260, 0.108], [-0.619, -1.161, -0.069], [-1.019, 0.714, 1.425], [2.245, -0.559, -0.201], [2.277, 1.021, -0.648], [1.721, 0.432, 0.963], [0.486, 0.078, -1.697]]
}


Record 2
{
  "formula": "C3H5O3S3",
  "method": "the ωB97M-V functional and the def2-TZVPD basis",
  "lumo_energy_ev": [2.94, 2.94],
  "homo_ev": [-4.40, -4.41],
  "charge": -1,
  "de_lowest_ev": 2.355,
  "species": ["C", "C", "C", "O", "O", "O", "S", "S", "S", "H", "H", "H", "H", "H"],
  "positions_angstrom": [[0.749, 0.422, -0.604], [0.818, -1.150, -0.472], [-0.042, -0.343, 0.425], [-3.252, -0.882, -0.617], [-2.947, 0.353, 1.472], [-2.534, 1.437, -0.704], [2.041, 1.555, -0.142], [2.503, -1.807, 0.105], [-2.623, 0.206, 0.061], [0.189, 1.069, -1.335], [0.521, -1.826, -1.231], [0.221, -0.208, 1.521], [1.635, 1.827, 1.042], [2.722, -0.654, 0.479]]
}


Record 3
{
  "formula": "C3H5O4",
  "method": "the ωB97M-V functional and the def2-TZVPD basis",
  "lumo_energy_ev": 3.79,
  "homo_ev": -4.28,
  "charge": -1,
  "de_lowest_ev": 0.856,
  "species": ["O", "C", "O", "C", "H", "H", "H", "O", "C", "O", "H", "H"],
  "positions_angstrom": [[-0.726, 0.405, 0.621], [0.413, -0.001, 0.961], [0.923, -1.106, 0.673], [1.247, 0.977, 1.807], [2.252, 0.588, 1.952], [1.184, 1.958, 1.342], [0.788, 1.062, 2.797], [-0.135, -0.017, -2.866], [-0.822, -0.618, -2.100], [-2.164, -0.744, -2.294], [-0.466, -1.066, -1.164], [-2.494, -1.439, -1.730]]
}


Record 4
{
  "formula": "C3H5O4",
  "method": "the ωB97M-V functional and the def2-TZVPD basis",
  "lumo_energy_ev": [-7.97, -7.98],
  "homo_ev": [-16.05, -16.05],
  "charge": 1,
  "de_lowest_ev": 4.360,
  "species": ["C", "C", "C", "O", "O", "O", "O", "H", "H", "H", "H", "H"],
  "positions_angstrom": [[0.219, -0.427, -0.035], [1.685, -0.817, 0.074], [0.027, 0.968, -0.044], [-0.759, -1.149, -0.126], [-3.348, -0.313, 0.087], [-1.826, 1.176, 0.165], [-2.316, 0.010, -0.413], [1.826, -1.919, -0.252], [2.280, -0.085, -0.704], [1.951, -0.582, 1.186], [0.014, 1.548, -0.856], [0.247, 1.590, 0.918]]
}


Record 5
{
  "formula": "C3H5O5Pm",
  "method": "the ωB97M-V functional and the def2-TZVPD basis",
  "lumo_energy_ev": [-6.60, -5.98],
  "homo_ev": [-12.51, -14.09],
  "spin_multiplicity": 6,
  "charge": 1,
  "de_lowest_ev": 2.141,
  "species": ["O", "C", "C", "O", "H", "H", "H", "H", "H", "Pm", "O", "C", "O", "O"],
  "positions_angstrom": [[1.446, -0.507, 1.157], [1.351, 0.076, -0.045], [1.336, 1.623, -0.131], [0.423, 2.063, -1.075], [0.542, -0.533, 1.709], [-0.495, -2.085, -0.458], [1.821, -0.456, -0.881], [2.359, 1.954, -0.401], [1.128, 2.006, 0.888], [-1.300, 0.785, -1.622], [-1.378, -1.542, -0.768], [-2.295, -1.334, 0.265], [-2.924, -0.271, -0.018], [-2.014, -1.779, 1.381]]
}


Record 6
{
  "formula": "C3H5OP",
  "method": "the ωB97M-V functional and the def2-TZVPD basis",
  "lumo_energy_ev": 0.22,
  "homo_ev": -9.68,
  "smiles": "C=C=P.C=O",
  "charge": 0,
  "de_lowest_ev": 2.616,
  "species": ["C", "C", "P", "H", "H", "H", "C", "O", "H", "H"],
  "positions_angstrom": [[-0.124, -1.252, -0.134], [-1.057, -0.892, -0.956], [-2.328, -0.997, -1.997], [0.837, -1.521, -0.443], [-0.196, -1.245, 0.900], [-2.338, 0.464, -2.530], [1.264, 1.341, 1.336], [1.897, 1.262, 2.322], [1.859, 1.687, 0.296], [0.184, 1.153, 1.206]]
}


Record 7
{
  "formula": "C3H5P3",
  "method": "the ωB97M-V functional and the def2-TZVPD basis",
  "lumo_energy_ev": -0.22,
  "homo_ev": -8.42,
  "smiles": "[H]/P=C(\\C)P1#P=C1",
  "charge": 0,
  "de_lowest_ev": 2.201,
  "species": ["H", "P", "C", "C", "P", "P", "C", "H", "H", "H", "H"],
  "positions_angstrom": [[-0.800, -3.261, -0.624], [-1.509, -2.208, 0.110], [-0.493, -0.899, -0.202], [0.868, -0.549, -0.751], [-1.236, 0.666, 0.674], [-0.623, 2.666, -0.239], [-0.210, 2.192, 1.280], [1.418, -1.281, -1.363], [1.486, -0.270, 0.167], [0.745, 0.475, -1.195], [0.354, 2.470, 2.144]]
}


Record 8
{
  "formula": "C3H5P3",
  "method": "the ωB97M-V functional and the def2-TZVPD basis",
  "lumo_energy_ev": -0.71,
  "homo_ev": -8.61,
  "charge": 0,
  "de_lowest_ev": 2.590,
  "species": ["C", "C", "C", "P", "P", "P", "H", "H", "H", "H", "H"],
  "positions_angstrom": [[-1.115, 0.304, -1.057], [-0.041, 1.212, 1.110], [1.304, -1.097, -0.014], [-2.570, 0.707, -0.403], [-1.611, 1.468, 1.565], [0.501, 0.612, -0.550], [-1.415, -0.332, -2.599], [0.765, 1.321, 1.781], [2.214, -1.033, 0.577], [1.401, -1.617, -0.999], [0.568, -1.543, 0.588]]
}